Density functional theory data (wB97M-V/def2-TZVPD) for a cluster of 3 separate species, C8H16N2O5S in total.

XYZ file:
```
32
Properties=species:S:1:pos:R:3:forces:R:3:mulliken_charge:R:1
C 0.681400 2.563831 -1.232438 0.44 -0.10 0.00 -0.042
C 0.584492 2.033372 -2.309133 0.89 -0.31 -0.34 -0.161
O 0.797153 1.419420 -3.485479 -0.80 0.07 0.62 -0.395
S 2.481007 1.151294 -3.678159 1.56 0.25 -0.19 0.741
O 2.908013 1.969290 -4.789190 -0.51 -0.75 0.52 -0.495
O 2.558957 -0.402031 -4.223044 -1.30 0.92 0.30 -0.461
H 0.944997 2.973753 -0.261912 -0.65 -0.24 -0.75 0.407
H 1.819100 -0.929241 -3.845241 0.23 -0.05 -0.15 0.386
C -0.159608 -3.419127 -2.225584 0.02 0.01 0.14 0.102
O 0.153511 -2.791265 -3.223081 0.18 0.14 0.07 -0.543
N 0.366070 -3.223123 -0.998134 -0.26 -0.27 -0.23 0.154
C -0.037841 -3.996459 0.158705 0.17 0.23 -0.03 -0.902
C 1.372307 -2.193733 -0.853487 0.02 0.14 -0.30 -0.906
H -0.917620 -4.218017 -2.253898 0.00 0.01 0.02 0.244
H -0.443147 -3.325468 0.919282 -0.03 -0.12 0.07 0.309
H 0.829838 -4.520697 0.565697 -0.10 -0.06 0.09 0.330
H -0.798908 -4.726632 -0.112811 0.03 0.05 -0.06 0.299
H 0.942731 -1.236344 -1.157654 0.15 0.08 0.12 0.254
H 2.213567 -2.424280 -1.511144 0.08 0.12 0.09 0.313
H 1.718929 -2.130573 0.175851 -0.10 -0.07 -0.02 0.357
C -1.804415 2.106769 1.398772 -0.06 0.03 0.02 0.058
O -1.454772 1.150486 0.737150 0.06 -0.08 0.23 -0.542
N -1.539045 2.281492 2.715694 -0.11 0.16 -0.21 0.129
C -1.988112 3.450939 3.445057 0.16 -0.25 0.07 -0.911
C -0.780115 1.261631 3.416417 -0.04 -0.07 -0.27 -0.914
H -2.385196 2.935854 0.960819 0.00 0.04 0.05 0.295
H -1.123015 3.980723 3.850629 -0.11 0.11 0.06 0.331
H -2.637004 3.139611 4.266852 -0.01 0.16 0.03 0.335
H -2.541459 4.123463 2.791132 0.03 -0.07 -0.03 0.296
H 0.196193 1.144888 2.942131 0.00 -0.10 0.10 0.270
H -1.309827 0.309144 3.356142 0.12 -0.03 0.06 0.287
H -0.648181 1.541030 4.460057 -0.05 0.06 -0.06 0.374
```
Forces are in eV/Å.

Properties
**Orbital gap**: 10.0 eV
**HOMO**: -9.5 eV
**Energy**: -1198.20373 hartree